No. 1
Computed, not measured: an isolated ion of composition C3H5N2O and charge +1 at a distorted geometry, with the ωB97M-V functional and the def2-TZVPD basis.

## Properties
E_HOMO = -17.2 eV
relative energy (zero: lowest compared OMol25 entry of this formula, charge and spin) = 4.404 eV
lowest unoccupied orbital energy = -5.8 eV
charge = +1
SMILES string = C[n+]1ccno1
Kohn-Sham gap = 11.35 eV

Each line ends with the Löwdin charge.
Cartesian coordinates (Å):
C (-0.88951, 0.89842, 0.01200)  0.05
N (0.42404, 0.36184, -0.01806)  -0.12
C (0.85467, -0.89302, -0.00078)  0.10
C (2.26833, -0.78264, -0.03093)  -0.01
N (2.57372, 0.48757, 0.02069)  0.16
O (1.43743, 1.22564, 0.00693)  0.09
H (-1.47952, 1.18657, 0.88456)  0.13
H (-0.73299, 1.89515, -0.55946)  0.16
H (-1.39438, 0.21471, -0.61954)  0.10
H (0.08059, -1.56514, 0.28614)  0.16
H (3.04332, -1.55612, -0.22290)  0.16

Cartesian forces, eV/Å:
C -0.43 3.13 -2.33
N 0.91 -1.51 1.77
C -0.39 2.43 0.54
C 0.21 -0.28 -0.37
N 0.44 0.28 -0.63
O 0.93 -0.99 0.10
H 0.96 -0.70 0.67
H -0.71 -1.58 0.68
H -1.23 -0.28 -0.53
H 0.02 -1.25 -0.55
H -0.71 0.75 0.65

***

No. 2
Computed, not measured: an isolated ion of composition C3H5N2O and charge +1 at a distorted geometry, with the ωB97M-V functional and the def2-TZVPD basis.

## Properties
E_HOMO = -16.8 eV
relative energy (zero: lowest compared OMol25 entry of this formula, charge and spin) = 4.572 eV
lowest unoccupied orbital energy = -5.8 eV
charge = +1
SMILES string = C[n+]1ccno1
Kohn-Sham gap = 11.03 eV

Each line ends with the Löwdin charge.
Cartesian coordinates (Å):
C (-1.50427, 0.77328, 0.00591)  0.06
N (-0.15757, 0.17250, -0.13501)  -0.05
C (0.27646, -1.06883, -0.26233)  0.12
C (1.70484, -0.90424, -0.02381)  -0.01
N (2.03756, 0.34206, 0.12114)  0.14
O (0.93998, 1.04167, 0.08612)  0.07
H (-1.36841, 1.88965, -0.29310)  0.15
H (-2.25754, 0.26356, -0.43359)  0.06
H (-1.84651, 0.93658, 1.15577)  0.17
H (-0.38462, -1.93734, -0.25676)  0.17
H (2.56007, -1.50890, 0.03564)  0.12

Cartesian forces, eV/Å:
C 2.31 4.96 4.08
N 0.13 -0.49 0.36
C 1.35 1.98 1.61
C -0.16 0.08 -0.59
N -0.70 -0.71 0.08
O -2.54 0.29 -0.44
H -0.50 -2.15 -0.12
H -1.89 -1.72 -1.99
H 1.33 -0.93 -2.40
H 0.31 0.34 -0.40
H 0.37 -1.66 -0.19

***

No. 3
Computed, not measured: a 2-piece molecular cluster, C3H5N2O2 overall at a distorted geometry, with the ωB97M-V functional and the def2-TZVPD basis.

## Properties
E_HOMO = -15.2 eV
relative energy (zero: lowest compared OMol25 entry of this formula, charge and spin) = 7.184 eV
lowest unoccupied orbital energy = -7.0 eV
charge = +1
Kohn-Sham gap = 8.17 eV

Each line ends with the Löwdin charge.
Cartesian coordinates (Å):
C (1.16084, -0.67497, 0.13949)  -0.15
C (-0.57442, 0.36406, 0.73841)  0.00
C (-1.22286, 1.06940, -0.37368)  0.00
N (1.95221, 0.16533, -0.21626)  0.05
N (-1.53926, -0.31921, 0.12071)  0.15
O (2.53155, 1.18740, -0.01885)  0.18
O (0.75285, -1.86739, -0.29877)  0.13
H (-0.28750, 0.53313, 1.72069)  0.13
H (-0.77603, 1.24019, -1.26232)  0.08
H (-1.87892, 1.90379, -0.30603)  0.12
H (-1.40705, -1.13531, -0.46835)  0.15
H (1.28858, -2.46644, 0.22497)  0.15

Cartesian forces, eV/Å:
C -2.09 -0.64 -0.95
C -0.46 -0.54 -2.50
C -0.60 -0.78 2.07
N 1.06 2.93 1.55
N 0.24 1.42 -0.16
O -0.23 -1.40 -1.01
O 0.60 0.94 0.57
H 0.62 -0.02 1.77
H 2.25 -0.44 -2.80
H -1.22 0.06 1.20
H -0.27 -0.27 0.27
H 0.09 -1.27 -0.01

***

No. 4
Computed, not measured: an isolated ion of composition C3H5N2O2S and charge +1 at a distorted geometry, with the ωB97M-V functional and the def2-TZVPD basis.

## Properties
E_HOMO = -14.1 eV
relative energy (zero: lowest compared OMol25 entry of this formula, charge and spin) = 6.326 eV
lowest unoccupied orbital energy = -5.1 eV
charge = +1
Kohn-Sham gap = 8.99 eV

Each line ends with the Löwdin charge.
Cartesian coordinates (Å):
C (-0.95756, -1.01044, 0.02735)  -0.10
C (0.50416, -1.44226, -0.12395)  -0.17
C (0.23326, 1.19007, -0.77680)  -0.26
N (1.18026, 1.25279, 0.26861)  -0.33
N (-1.44491, 0.10086, -0.29179)  -0.16
O (0.68966, 0.84870, 1.51048)  -0.02
O (-2.40539, 0.76152, -0.31196)  0.13
S (1.54061, 0.04996, -0.90468)  1.26
H (-1.77888, -1.73804, 0.22604)  0.18
H (0.65032, 1.71822, 1.94709)  0.15
H (1.09441, -1.49886, 0.87441)  0.13
H (0.72765, -2.14462, -0.91137)  0.08
H (-0.03361, 1.91210, -1.53343)  0.12

Cartesian forces, eV/Å:
C 0.09 -2.91 -0.11
C 0.74 2.60 0.88
C -2.13 -1.53 0.35
N -0.09 1.96 -0.49
N 3.99 2.87 -0.87
O 0.00 -0.11 0.01
O -1.66 0.20 0.01
S -0.89 -1.83 0.84
H 1.00 0.13 0.20
H 0.13 -0.31 0.37
H -1.22 -0.63 -1.69
H -0.26 -0.94 0.37
H 0.29 0.49 0.14

***

No. 5
Computed, not measured: C3H5N2O3 as an isolated structure at a distorted geometry, with the ωB97M-V functional and the def2-TZVPD basis.

## Properties
E_HOMO = -4.1 eV
relative energy (zero: lowest compared OMol25 entry of this formula, charge and spin) = 5.043 eV
lowest unoccupied orbital energy = 2.0 eV
charge = -1
Kohn-Sham gap = 6.02 eV

Each line ends with the Löwdin charge.
Cartesian coordinates (Å):
O (-3.33041, -0.00960, 0.64258)  0.04
C (-2.51354, 0.32848, -0.24437)  -0.46
N (-1.93694, 0.43452, -1.41660)  0.23
C (0.33900, -0.86743, 0.71702)  -0.18
N (0.75667, 0.29416, -0.05333)  -0.08
C (2.22990, 0.63292, -0.30487)  -0.71
O (2.32339, 1.34598, -1.33022)  -0.10
O (2.96051, -0.24692, 0.26916)  -0.11
H (0.68399, -1.75838, 0.16485)  0.07
H (-1.60406, 1.10018, -0.31274)  0.15
H (0.85893, -0.89236, 1.66454)  0.06
H (-0.76409, -0.98117, 0.92670)  0.06
H (-0.00334, 0.61961, -0.72273)  0.04

Cartesian forces, eV/Å:
O 3.74 1.84 -3.06
C -4.44 -3.84 -1.94
N -1.90 0.92 6.43
C 0.41 -0.42 -0.67
N -2.10 1.70 0.17
C -1.98 -4.26 -2.07
O 1.01 0.49 1.74
O -0.34 2.75 -0.34
H -0.29 -0.25 0.33
H 2.03 1.16 -1.48
H 0.07 0.04 0.35
H 0.99 0.47 -0.36
H 2.78 -0.61 0.91

***

No. 6
Computed, not measured: a 2-piece molecular cluster, C3H5N2O3 overall at a distorted geometry, with the ωB97M-V functional and the def2-TZVPD basis.

## Properties
E_HOMO = -5.0 eV
relative energy (zero: lowest compared OMol25 entry of this formula, charge and spin) = 5.913 eV
lowest unoccupied orbital energy = 4.0 eV
charge = -1
Kohn-Sham gap = 8.91 eV

Each line ends with the Löwdin charge.
Cartesian coordinates (Å):
C (-0.26960, -1.31628, -0.49329)  -0.06
C (-1.43339, -1.44487, -1.19200)  -0.07
C (0.03191, 0.86066, 1.59408)  -0.47
N (1.24902, 0.71854, 1.08866)  0.07
N (1.56774, 1.38811, 0.01024)  -0.55
O (1.12037, 2.47053, -0.32509)  -0.02
O (2.29753, 0.81404, -0.76321)  -0.04
O (-0.32052, 0.45869, 2.71071)  -0.07
H (-0.21883, -1.28664, 0.53608)  0.01
H (0.56275, -1.01170, -0.97269)  0.00
H (-2.42908, -1.59947, -0.73032)  0.04
H (-0.72702, 1.18816, 0.84184)  0.12
H (-1.43087, -1.23978, -2.30499)  0.05

Cartesian forces, eV/Å:
C -4.69 -0.56 -1.63
C 1.05 0.59 -0.07
C -1.31 -0.09 0.30
N 1.10 -0.13 1.75
N -1.05 -0.68 -1.26
O -1.13 1.87 0.91
O 2.20 -1.34 -1.22
O 0.22 0.37 -0.75
H -0.11 -0.55 2.02
H 2.84 0.67 -1.64
H 0.84 -0.04 -0.21
H 0.06 0.35 0.42
H -0.02 -0.46 1.37

***

No. 7
Computed, not measured: C3H5N2O3 as an isolated structure at a distorted geometry, with the ωB97M-V functional and the def2-TZVPD basis.

## Properties
E_HOMO = -3.4 eV
relative energy (zero: lowest compared OMol25 entry of this formula, charge and spin) = 5.521 eV
lowest unoccupied orbital energy = 4.1 eV
charge = -1
Kohn-Sham gap = 7.47 eV

Each line ends with the Löwdin charge.
Cartesian coordinates (Å):
C (1.62964, -0.16086, 0.65557)  -0.25
C (0.19085, -0.84344, 0.54040)  -0.03
C (3.29060, -0.25596, -0.32677)  -0.63
N (-1.92828, -0.48398, -0.56202)  -0.04
N (-0.60306, -0.03592, -0.18671)  -0.18
O (3.72953, -1.36947, -0.46142)  -0.01
O (3.71922, 0.88798, -0.35957)  -0.04
O (1.44646, 1.29448, 0.65605)  -0.20
H (2.25856, -0.45976, 1.44160)  0.05
H (-2.66778, -0.18286, 0.21701)  0.11
H (-1.92995, -1.43277, -0.37206)  -0.01
H (-0.35962, 0.81525, -0.72242)  0.13
H (2.39374, 1.69871, 0.60210)  0.09

Cartesian forces, eV/Å:
C -1.32 1.55 -2.31
C 1.99 2.25 -1.36
C -1.48 -0.19 1.11
N -1.77 3.01 1.78
N 0.07 -1.08 0.55
O 0.19 -0.70 -0.53
O 0.23 0.39 -0.39
O 1.53 0.25 0.59
H -0.17 -0.65 1.88
H 2.16 -0.16 -1.90
H 0.47 -2.61 0.13
H 0.22 -0.68 0.84
H -2.12 -1.39 -0.40

***

No. 8
Computed, not measured: one molecule with the formula C3H5N2OP at a distorted geometry, with the ωB97M-V functional and the def2-TZVPD basis.

## Properties
E_HOMO = -8.0 eV
relative energy (zero: lowest compared OMol25 entry of this formula, charge and spin) = 0.000 eV
lowest unoccupied orbital energy = 0.9 eV
SMILES string = Cn1cp[nH]c1=O
Kohn-Sham gap = 8.87 eV

Each line ends with the Löwdin charge.
Cartesian coordinates (Å):
C (-1.63656, 0.18228, 0.02749)  -0.02
N (-0.19954, 0.18390, 0.02801)  -0.16
C (0.58939, 1.29509, 0.01293)  -0.40
P (2.25104, 0.94536, -0.04416)  0.88
N (1.83598, -0.69732, -0.06211)  -0.21
C (0.49998, -1.00136, -0.01761)  -0.64
O (0.01839, -2.11151, -0.01257)  0.04
H (-2.02413, 0.35262, -0.98054)  0.10
H (-1.96552, -0.79978, 0.36805)  0.09
H (-2.01802, 0.95500, 0.69499)  0.09
H (0.12923, 2.26559, 0.04680)  0.06
H (2.51978, -1.56985, -0.06127)  0.17

Cartesian forces, eV/Å:
C -0.47 -0.08 -0.06
N 0.10 0.13 0.02
C 0.78 0.10 -0.01
P -0.34 0.68 0.02
N 2.11 -3.06 0.03
C 0.34 -0.16 0.02
O -0.41 -0.60 -0.01
H -0.01 -0.01 0.07
H -0.01 0.12 -0.03
H 0.05 -0.04 -0.01
H -0.06 0.14 -0.01
H -2.08 2.77 -0.03

***

No. 9
Computed, not measured: C3H5N2OS as an isolated structure at a distorted geometry, with the ωB97M-V functional and the def2-TZVPD basis.

## Properties
E_HOMO = -14.3 eV
relative energy (zero: lowest compared OMol25 entry of this formula, charge and spin) = 3.053 eV
lowest unoccupied orbital energy = -5.4 eV
charge = +1
Kohn-Sham gap = 8.94 eV

Each line ends with the Löwdin charge.
Cartesian coordinates (Å):
C (1.78824, -1.10265, -1.03526)  -0.73
C (-0.96452, 0.20090, 1.05353)  -0.09
C (-1.50340, 1.55457, 0.94276)  -0.04
N (-0.53644, -0.51654, 0.12019)  0.03
N (-0.02516, -1.20733, -0.67993)  0.20
O (2.46305, -0.54684, -0.22819)  0.11
S (1.98744, -2.08408, -2.34181)  1.00
H (-1.24043, -0.36017, 1.93384)  0.16
H (-2.61605, 1.38693, 1.23390)  0.13
H (-1.74667, 1.94483, -0.02723)  0.08
H (-0.86153, 2.27254, 1.59921)  0.14
H (3.25546, -1.54216, -2.57100)  0.00

Cartesian forces, eV/Å:
C 1.13 1.80 4.46
C -0.65 -0.49 0.01
C -1.79 1.15 1.31
N 2.04 -0.87 -1.08
N -0.43 0.42 -0.30
O -2.01 -0.77 -2.02
S 0.79 -0.20 -1.86
H 0.57 -0.18 0.45
H 1.84 0.78 0.69
H 1.11 0.13 -0.85
H -1.66 -1.13 -1.05
H -0.94 -0.64 0.23

***

No. 10
Computed, not measured: C3H5N2P as an isolated structure at a distorted geometry, with the ωB97M-V functional and the def2-TZVPD basis.

## Properties
E_HOMO (spin up / spin down) = -9.1 / -9.0 eV
relative energy (zero: lowest compared OMol25 entry of this formula, charge and spin) = 5.127 eV
lowest unoccupied orbital energy (spin up / spin down) = -0.3 / -1.0 eV
Kohn-Sham gap (spin up / spin down) = 8.77 / 8.01 eV

Each line ends with the Löwdin charge.
Cartesian coordinates (Å):
C (-2.01893, 0.75408, -0.04770)  -0.56
C (-0.59475, -1.76884, -0.12089)  -0.11
C (1.89080, 0.23919, -0.02410)  -0.22
N (-0.70680, 1.04934, -0.05518)  -0.21
N (-2.58638, -0.35293, -0.06872)  0.14
P (0.13596, -0.29641, 0.04569)  0.78
H (-2.53872, 1.74648, -0.06968)  0.12
H (-0.40021, -2.56101, 0.47750)  -0.08
H (2.52851, -0.38054, -0.69170)  0.05
H (2.28452, 0.34242, 1.00313)  0.05
H (2.00600, 1.22822, -0.44836)  0.03

Cartesian forces, eV/Å:
C -0.46 2.29 -0.25
C -0.39 4.45 -1.19
C 0.71 -0.60 -0.14
N 2.03 -0.33 0.08
N -0.05 -2.01 0.22
P 0.12 0.44 -0.48
H -0.76 -1.10 -0.01
H 0.11 -2.84 1.45
H -0.47 -0.09 0.90
H -0.06 -0.53 -0.48
H -0.77 0.32 -0.11

***

No. 11
Computed, not measured: a 2-piece molecular cluster, C3H5N2S overall at a distorted geometry, with the ωB97M-V functional and the def2-TZVPD basis.

## Properties
E_HOMO = -15.3 eV
relative energy (zero: lowest compared OMol25 entry of this formula, charge and spin) = 4.234 eV
lowest unoccupied orbital energy = -6.7 eV
charge = +1
Kohn-Sham gap = 8.63 eV

Each line ends with the Löwdin charge.
Cartesian coordinates (Å):
C (0.23360, 0.68527, -1.10202)  -0.34
C (-2.07715, 0.10430, -0.77218)  -0.40
C (1.58336, -0.51092, 1.51676)  0.42
N (-0.03578, -0.02172, -0.03096)  -0.08
N (-1.34461, -0.40754, 0.10418)  -0.01
S (-1.23064, 0.96185, -2.09447)  1.07
H (1.04357, 1.33257, -1.33435)  0.08
H (-3.05238, -0.30356, -0.83164)  0.09
H (1.04305, 0.21791, 2.11692)  0.09
H (1.73507, -1.52853, 1.79580)  0.07
H (2.10190, -0.52963, 0.63197)  0.02

Cartesian forces, eV/Å:
C -3.10 0.12 -0.22
C 0.00 0.15 -2.87
C -2.74 -0.30 -0.52
N 1.07 -0.20 0.32
N 2.28 -0.35 1.86
S 0.72 -0.77 2.48
H 1.18 -0.30 0.09
H -1.15 0.41 -0.31
H 0.97 0.17 -0.12
H -1.12 -0.92 1.10
H 1.88 1.99 -1.80

***

No. 12
Computed, not measured: one molecule with the formula C3H5N3 at a distorted geometry, with the ωB97M-V functional and the def2-TZVPD basis.

## Properties
E_HOMO = -9.8 eV
relative energy (zero: lowest compared OMol25 entry of this formula, charge and spin) = 1.902 eV
lowest unoccupied orbital energy = 0.9 eV
SMILES string = C/N=C/NC#N
Kohn-Sham gap = 10.67 eV

Each line ends with the Löwdin charge.
Cartesian coordinates (Å):
C (-1.52703, -1.09537, -0.65266)  -0.19
N (-0.88885, -0.25320, 0.26505)  0.00
C (0.30168, 0.05369, 0.04310)  -0.20
N (0.95672, 0.88910, 0.94667)  0.05
C (2.12875, 1.41806, 0.79004)  -0.34
N (3.15688, 1.86274, 0.62068)  0.16
H (-1.54605, -2.09023, -0.26485)  0.06
H (-1.26730, -1.20609, -1.73859)  0.09
H (-2.64328, -0.77273, -0.79790)  0.11
H (1.01739, 0.05172, -0.82137)  0.16
H (0.31110, 1.14232, 1.60983)  0.12

Cartesian forces, eV/Å:
C -3.85 -0.31 -2.37
N 1.19 0.21 -0.04
C 1.94 1.73 -1.14
N -1.23 -1.69 -0.56
C -0.62 -0.17 0.12
N 2.40 1.01 -0.37
H -0.20 -0.77 0.35
H 0.97 0.58 0.88
H 1.78 -0.56 0.74
H -1.25 -1.31 -0.10
H -1.11 1.27 2.49

***

relative energy (zero: lowest compared OMol25 entry of this formula, charge and spin) of number 6 (C3H5N2O3)? 5.913 eV